[1]
Entry from the OMol25 dataset: a cluster of 2 separate species, C5H13NO in total in a non-equilibrium geometry (wB97M-V/def2-TZVPD).

Structure (XYZ):
```
20
Properties=species:S:1:pos:R:3:lowdin_charge:R:1
C 1.1338 0.2758 0.5764 -0.073
C 0.4069 -0.9716 1.0925 -0.405
C -1.1150 -0.7807 1.0457 -0.175
C -1.5482 -1.4141 -0.2349 -0.204
C -0.5831 -2.5874 -0.4361 -0.180
N 0.6990 -2.1830 0.3179 -0.031
H 2.1862 0.4358 0.8809 0.078
H 1.1087 0.4300 -0.4929 0.072
H 0.6177 1.1066 1.0683 0.068
H 0.7278 -1.0621 2.1585 0.133
H -1.2391 0.2863 1.0025 0.090
H -1.5755 -1.0274 2.0115 0.119
H -1.5449 -0.7194 -1.1011 0.114
H -2.5953 -1.6677 -0.2960 0.097
H -1.0829 -3.3987 0.1294 0.098
H -0.2275 -3.0761 -1.3910 0.122
H 1.2881 -2.0478 -0.4876 0.076
O 0.6817 5.8536 -1.7898 -0.061
H 1.0900 6.0183 -0.9348 0.030
H 1.3495 6.0885 -2.4414 0.031
```

Properties
Energy above the lowest of the compared OMol25 structures with the same formula, charge and spin = 153.06 kJ/mol

[2]
Entry from the OMol25 dataset: an isolated molecule of C24H31N3O5S in a non-equilibrium geometry (wB97M-V/def2-TZVPD).

Structure (XYZ):
```
64
Properties=species:S:1:pos:R:3:lowdin_charge:R:1
C -8.1624 -3.0191 0.3063 -0.049
C -7.0063 -2.0695 0.3688 -0.244
C -6.7757 -1.3185 1.5132 -0.043
C -5.7170 -0.4356 1.5921 -0.028
C -4.8574 -0.2885 0.5089 -0.211
N -3.8001 0.6277 0.6331 0.140
C -2.8657 0.9821 -0.2761 -0.414
O -2.7378 0.5101 -1.3884 0.081
C -1.9220 2.0926 0.2024 -0.207
N -0.6356 1.8366 -0.4023 0.111
C 0.5022 1.7692 0.3227 -0.439
O 0.5364 2.0000 1.5164 0.077
C 1.7349 1.4083 -0.4474 -0.104
C 1.8552 1.5557 -1.8272 -0.009
C 3.0370 1.2212 -2.4684 -0.049
C 4.1070 0.7230 -1.7422 -0.060
C 3.9851 0.5824 -0.3728 -0.253
S 5.3674 -0.0927 0.5610 0.671
O 6.5494 0.0711 -0.2323 -0.280
O 5.3231 0.4396 1.8877 -0.269
N 5.1125 -1.7269 0.6936 -0.234
C 5.2919 -2.5540 -0.4754 -0.156
C 3.9463 -2.8613 -1.1414 -0.180
O 3.0389 -3.4158 -0.2138 -0.124
C 2.8008 -2.5382 0.8666 -0.176
C 4.1020 -2.2069 1.6063 -0.154
C 2.8233 0.9325 0.2809 -0.005
C -2.4638 3.4741 -0.2381 -0.362
C -3.8265 3.7607 0.3876 -0.064
C -1.4677 4.5658 0.1441 -0.058
C -5.0779 -1.0357 -0.6407 0.032
C -6.1415 -1.9220 -0.7197 -0.225
C -6.3536 -2.7134 -1.9731 -0.041
H -8.8350 -2.7519 -0.5083 0.083
H -8.7236 -3.0050 1.2370 0.075
H -7.8147 -4.0360 0.1265 0.083
H -7.4377 -1.4252 2.3605 0.110
H -5.5566 0.1402 2.4930 0.109
H -3.7642 1.0955 1.5288 0.143
H -1.7819 2.0778 1.2884 0.154
H -0.6908 1.4556 -1.3367 0.131
H 1.0407 1.9596 -2.4097 0.114
H 3.1247 1.3521 -3.5363 0.111
H 5.0423 0.4625 -2.2119 0.116
H 5.9636 -2.0237 -1.1490 0.117
H 5.7618 -3.4928 -0.1607 0.135
H 4.0660 -3.6085 -1.9276 0.130
H 3.5204 -1.9420 -1.5740 0.116
H 2.1045 -3.0576 1.5267 0.131
H 2.3297 -1.6147 0.4963 0.113
H 3.9500 -1.4346 2.3589 0.118
H 4.4840 -3.1134 2.0899 0.135
H 2.7574 0.8590 1.3556 0.129
H -2.5724 3.4528 -1.3283 0.146
H -4.5760 3.0455 0.0573 0.074
H -3.7617 3.7335 1.4738 0.086
H -4.1604 4.7537 0.0965 0.081
H -1.8402 5.5384 -0.1679 0.080
H -1.3169 4.5793 1.2209 0.089
H -0.5042 4.3985 -0.3300 0.074
H -4.4116 -0.9218 -1.4793 0.102
H -6.3169 -3.7816 -1.7623 0.084
H -7.3308 -2.4954 -2.4029 0.084
H -5.5899 -2.4781 -2.7090 0.078
```

Properties
Energy above the lowest of the compared OMol25 structures with the same formula, charge and spin = 66.13 kJ/mol

| no. | electronic energy (eV) | E_HOMO (eV) | frontier orbital gap (eV) |
| --- | --- | --- | --- |
| 1 | -8932.4245 | -8.7 | 9.54 |
| 2 | -50935.3040 | -8.5 | 8.77 |